(1)
12 unconnected molecules or ions with the total composition C21H66O17 in a non-equilibrium geometry, computed with ωB97M-V/def2-TZVPD.

Values from the calculation:
DFT total energy: -2118.55471 Eh
Strongest force on any atom: 3.2 eV Å⁻¹

```
! RIJCOSX wB97M-V def2-TZVPD def2/J DEFGRID3
* xyz -1 2
C -3.634 1.842 -3.302
C 0.336 1.260 -4.559
H -4.460 1.832 0.180
H -2.570 -3.415 -6.095
C 0.590 0.075 0.649
C 2.694 -1.832 3.705
H -0.214 -2.492 -1.153
H -2.989 1.443 -2.519
O 1.300 -3.538 -0.131
H -4.672 -0.065 4.556
H 2.884 -2.521 -0.027
H 3.284 0.786 1.325
H 5.058 1.652 0.614
C -3.153 3.597 -0.041
C 2.622 -3.264 4.223
O -0.843 -3.708 -4.912
H 6.818 2.365 2.127
C -0.655 0.907 0.149
H -4.933 3.000 1.258
H -1.535 -4.066 -1.465
C -1.602 -2.951 -5.905
O 3.820 -2.323 -0.103
C -0.909 2.848 3.365
H 3.815 -1.018 -3.158
H -2.865 -1.327 3.828
O -0.983 -2.148 -1.613
C 3.465 -1.099 -2.129
H -4.045 1.413 3.793
H -3.473 -0.627 2.282
H -0.931 1.760 3.292
H 0.715 3.222 4.811
H 3.441 -3.836 3.786
H 5.073 -2.413 -1.701
H 3.555 -3.276 -1.869
O -0.816 0.736 -1.215
H -1.413 1.903 -5.222
H -4.630 1.455 -3.086
H -0.249 2.286 -2.233
O 3.841 0.993 2.079
O -3.207 1.479 -4.585
O -2.510 4.441 0.902
C -4.019 2.593 0.825
O 1.357 -3.893 4.082
H 2.808 -3.259 5.297
O 2.039 -1.023 -2.168
H -0.449 4.515 4.659
H -2.007 -0.003 2.902
H 6.413 0.689 2.242
H 3.757 -0.249 -1.512
H -1.950 3.113 3.176
C -3.774 0.437 4.195
H -2.019 -1.599 -3.663
H 6.016 1.927 3.480
C -0.341 3.430 4.635
H -1.004 -3.094 -6.805
C 0.628 -3.840 1.095
H -3.582 2.091 1.688
H 0.635 -3.365 4.430
H -2.803 -3.087 -2.226
O -0.563 1.630 -5.574
H 1.745 -1.633 -2.849
O -0.062 2.999 -2.847
O -1.071 2.910 5.680
H -0.280 0.656 -3.894
H 1.700 -1.390 3.770
H -2.317 1.276 5.244
H -2.487 -2.963 -0.488
H -3.285 0.536 -4.744
C -1.867 -1.463 -5.532
C -2.959 -0.426 3.222
H -1.200 3.545 6.389
O 3.679 -1.007 4.380
H 4.365 2.866 1.530
C -2.022 -3.090 -1.466
H -0.950 -0.202 -1.372
C 4.810 1.879 1.651
H 1.117 -4.683 1.583
C 0.895 2.471 -3.670
H -3.646 4.200 -0.804
O 1.859 0.369 0.033
H -0.919 -0.925 -5.530
H -1.310 -4.512 -4.673
C 4.011 -2.375 -1.458
H 1.922 -0.141 -0.778
H 1.289 3.242 -4.332
H -2.036 5.092 0.378
H 1.658 -4.343 -0.510
H 2.888 -1.958 2.640
H 0.504 -3.000 1.777
H -0.369 -4.199 0.841
O -2.593 -1.241 -4.345
C 6.015 1.688 2.417
H -0.432 3.225 2.461
H 0.392 -0.991 0.533
H -1.592 0.715 0.671
H 1.151 0.629 -4.914
H -2.564 -1.094 -6.284
O -3.029 0.645 5.369
H -2.243 3.227 -0.513
H -3.627 2.924 -3.165
H 1.716 2.221 -2.998
H 3.825 -0.274 3.778
H 0.709 0.256 1.717
H -0.557 1.950 0.449
*
```

---

(2)
13 unconnected molecules or ions with the total composition C21H68O13 in a non-equilibrium geometry, computed with ωB97M-V/def2-TZVPD.

Values from the calculation:
DFT total energy: -1818.82481 Eh
Strongest force on any atom: 3.8 eV Å⁻¹

```
! RIJCOSX wB97M-V def2-TZVPD def2/J DEFGRID3
* xyz 0 1
C -4.560 2.472 -2.747
H 0.875 3.999 -2.347
O 1.414 2.397 -1.059
H 2.312 -3.224 -0.713
H 0.739 -6.100 -2.506
H 1.767 -4.922 -3.294
H -1.229 -3.912 -0.402
C -1.396 0.291 -1.041
H -2.044 2.094 -0.952
H -1.240 1.962 2.069
C 1.577 3.754 -1.476
H 6.498 0.711 -0.028
H -3.593 4.059 4.073
H -2.038 -5.330 1.239
H 0.452 2.244 -0.927
H -3.211 -4.264 0.714
C 0.271 -0.814 3.986
C 0.223 0.828 -5.492
C 2.615 -2.582 0.082
H 2.255 2.550 3.355
H -2.694 2.934 1.875
C -3.967 -0.612 4.765
O -1.310 -3.511 0.433
H 0.005 -0.716 0.330
H 5.430 2.239 -0.354
H 0.685 -3.568 1.247
H -3.370 0.009 5.474
H 1.879 3.811 2.144
H -2.563 -0.029 0.842
H 0.732 -0.172 -1.209
H 0.544 -3.301 -2.194
H 0.853 2.344 2.447
O 0.347 -4.211 -1.905
C -0.067 2.293 -5.289
H 1.274 -0.612 3.679
H -4.212 -0.034 3.905
O 2.650 1.990 1.479
H 0.654 0.056 5.667
C 3.409 -2.269 2.423
H -0.405 -0.459 3.175
H -2.742 -1.298 -0.288
O -1.207 1.656 -0.712
H 0.161 -1.887 3.993
O 1.339 -3.466 2.012
H 4.878 0.628 -0.615
H 1.847 1.009 -4.497
H 3.231 -1.110 -3.719
C 2.628 -3.199 1.472
H -2.383 -1.678 4.998
H -4.644 3.221 -3.485
H 2.259 2.137 0.572
C -2.896 3.504 4.663
O -0.159 -0.175 5.202
H 4.472 -2.077 2.117
C 5.534 1.186 0.051
H -2.639 4.142 5.472
H 4.176 1.499 1.429
H -1.695 0.279 -6.162
H -1.608 0.210 -2.113
H -2.613 1.498 2.922
H -1.422 -0.146 -4.494
H -0.646 -1.031 -5.794
H -3.525 0.239 -0.629
H 2.563 3.939 -1.877
C 0.766 -5.120 -2.985
H -0.475 2.476 -4.260
H -2.351 -3.815 2.139
H 1.081 -1.294 -3.745
O -3.753 2.935 -1.663
C -2.598 -0.227 -0.238
H -3.915 3.767 -1.295
C -2.074 2.347 2.606
C 2.826 -2.107 -3.941
H -4.834 -1.092 5.191
H 3.293 -2.677 -3.165
C -1.692 3.186 3.752
H -0.241 -1.540 -1.238
O -0.627 2.684 4.505
H 3.381 -2.657 3.477
C -0.957 -0.070 -5.469
H -1.275 4.147 3.352
H 0.131 -5.284 -3.873
H 3.559 -2.150 -0.235
H 3.151 -4.129 1.410
H 1.356 4.457 -0.615
C 1.846 2.752 2.368
O 1.403 -2.196 -3.608
H -3.434 2.622 4.993
H 1.917 -1.738 0.144
C -2.220 -4.255 1.182
H -0.752 1.766 4.677
H -5.546 2.249 -2.385
H -4.115 1.549 -3.210
O -3.036 -1.602 4.287
C -0.186 -0.552 -0.689
H 2.864 -1.382 2.455
O 1.121 0.377 -4.508
H -0.804 2.658 -5.994
H 0.839 2.953 -5.370
H 3.094 -2.309 -4.933
H 0.698 0.641 -6.461
O 5.090 1.160 1.354
*
```

---

Please write out number 2 again, unchanged.
13 unconnected molecules or ions with the total composition C21H68O13 in a non-equilibrium geometry, computed with ωB97M-V/def2-TZVPD.

Values from the calculation:
DFT total energy: -1818.82481 Eh
Strongest force on any atom: 3.8 eV Å⁻¹

```
! RIJCOSX wB97M-V def2-TZVPD def2/J DEFGRID3
* xyz 0 1
C -4.560 2.472 -2.747
H 0.875 3.999 -2.347
O 1.414 2.397 -1.059
H 2.312 -3.224 -0.713
H 0.739 -6.100 -2.506
H 1.767 -4.922 -3.294
H -1.229 -3.912 -0.402
C -1.396 0.291 -1.041
H -2.044 2.094 -0.952
H -1.240 1.962 2.069
C 1.577 3.754 -1.476
H 6.498 0.711 -0.028
H -3.593 4.059 4.073
H -2.038 -5.330 1.239
H 0.452 2.244 -0.927
H -3.211 -4.264 0.714
C 0.271 -0.814 3.986
C 0.223 0.828 -5.492
C 2.615 -2.582 0.082
H 2.255 2.550 3.355
H -2.694 2.934 1.875
C -3.967 -0.612 4.765
O -1.310 -3.511 0.433
H 0.005 -0.716 0.330
H 5.430 2.239 -0.354
H 0.685 -3.568 1.247
H -3.370 0.009 5.474
H 1.879 3.811 2.144
H -2.563 -0.029 0.842
H 0.732 -0.172 -1.209
H 0.544 -3.301 -2.194
H 0.853 2.344 2.447
O 0.347 -4.211 -1.905
C -0.067 2.293 -5.289
H 1.274 -0.612 3.679
H -4.212 -0.034 3.905
O 2.650 1.990 1.479
H 0.654 0.056 5.667
C 3.409 -2.269 2.423
H -0.405 -0.459 3.175
H -2.742 -1.298 -0.288
O -1.207 1.656 -0.712
H 0.161 -1.887 3.993
O 1.339 -3.466 2.012
H 4.878 0.628 -0.615
H 1.847 1.009 -4.497
H 3.231 -1.110 -3.719
C 2.628 -3.199 1.472
H -2.383 -1.678 4.998
H -4.644 3.221 -3.485
H 2.259 2.137 0.572
C -2.896 3.504 4.663
O -0.159 -0.175 5.202
H 4.472 -2.077 2.117
C 5.534 1.186 0.051
H -2.639 4.142 5.472
H 4.176 1.499 1.429
H -1.695 0.279 -6.162
H -1.608 0.210 -2.113
H -2.613 1.498 2.922
H -1.422 -0.146 -4.494
H -0.646 -1.031 -5.794
H -3.525 0.239 -0.629
H 2.563 3.939 -1.877
C 0.766 -5.120 -2.985
H -0.475 2.476 -4.260
H -2.351 -3.815 2.139
H 1.081 -1.294 -3.745
O -3.753 2.935 -1.663
C -2.598 -0.227 -0.238
H -3.915 3.767 -1.295
C -2.074 2.347 2.606
C 2.826 -2.107 -3.941
H -4.834 -1.092 5.191
H 3.293 -2.677 -3.165
C -1.692 3.186 3.752
H -0.241 -1.540 -1.238
O -0.627 2.684 4.505
H 3.381 -2.657 3.477
C -0.957 -0.070 -5.469
H -1.275 4.147 3.352
H 0.131 -5.284 -3.873
H 3.559 -2.150 -0.235
H 3.151 -4.129 1.410
H 1.356 4.457 -0.615
C 1.846 2.752 2.368
O 1.403 -2.196 -3.608
H -3.434 2.622 4.993
H 1.917 -1.738 0.144
C -2.220 -4.255 1.182
H -0.752 1.766 4.677
H -5.546 2.249 -2.385
H -4.115 1.549 -3.210
O -3.036 -1.602 4.287
C -0.186 -0.552 -0.689
H 2.864 -1.382 2.455
O 1.121 0.377 -4.508
H -0.804 2.658 -5.994
H 0.839 2.953 -5.370
H 3.094 -2.309 -4.933
H 0.698 0.641 -6.461
O 5.090 1.160 1.354
*
```

---

- What is the formula in the first record?
  C21H66O17

---

- Which value of strongest force on any atom does entry 2 give?
  3.8 eV Å⁻¹

---

- Which value of strongest force on any atom does entry 2 give?
  3.8 eV Å⁻¹